Record 1
# C3H4FNO2S

A cluster of 2 separate species, C3H4FNO2S in total (ωB97M-V/def2-TZVPD, the Open Molecules 2025 dataset).

Geometry (Å):
1 C 1.003 2.037 -0.107
2 C -0.285 0.020 0.295
3 C 0.938 0.656 -0.317
4 N 0.896 3.133 0.113
5 O 2.638 -0.301 1.500
6 O 3.585 0.167 -0.787
7 F 2.135 -1.804 -0.450
8 S 2.456 -0.216 0.075
9 H -0.982 -0.327 -0.498
10 H 0.183 -0.842 0.879
11 H -0.818 0.853 0.742
12 H 1.151 0.268 -1.794

Output
LUMO level: -0.777 eV
Charge: 0
2S+1: 1

---

Record 2
# C8H11N2

The ion C8H11N2 with charge +1 (ωB97M-V/def2-TZVPD, the Open Molecules 2025 dataset).

Geometry (Å):
1 C 0.911 2.417 0.741
2 C 0.000 2.284 -0.326
3 C -0.558 1.008 -0.204
4 N 0.090 0.408 1.013
5 N 0.981 1.295 1.451
6 C -0.233 -1.030 0.963
7 C 0.786 -1.519 -0.181
8 C 0.209 -0.812 -1.421
9 C -1.124 -0.171 -0.941
10 C -1.516 -1.100 0.220
11 H 1.541 3.270 1.074
12 H -0.130 3.047 -1.002
13 H 1.632 1.052 2.198
14 H -0.243 -1.486 1.940
15 H 0.691 -2.595 -0.270
16 H 1.965 -1.399 0.146
17 H 0.998 -0.121 -1.764
18 H -0.047 -1.696 -2.194
19 H -1.849 0.095 -1.798
20 H -2.556 -0.898 0.681
21 H -1.547 -2.050 -0.327

Output
LUMO level: -3.458 eV
Structure (SMILES): c1cc2[n+]([nH]1)[C@@H]1CC[C@H]2C1
Charge: +1
2S+1: 1

---

Record 3
# C3H7OS

A cluster of 2 separate species, C3H7OS in total (ωB97M-V/def2-TZVPD, the Open Molecules 2025 dataset).

Geometry (Å):
1 O 3.830 0.081 -2.540
2 C 3.664 0.643 -1.470
3 H 3.617 1.713 -1.278
4 H 3.532 0.055 -0.529
5 C -2.009 -1.123 0.655
6 C -1.665 0.441 0.720
7 S -0.090 1.012 1.375
8 H -3.000 -1.449 0.777
9 H -1.525 -1.695 1.430
10 H -2.099 -1.303 -0.435
11 H -2.312 0.750 1.523
12 H -1.945 0.876 -0.230

Output
LUMO level (alpha / beta): 0.777 / -1.979 eV
Charge: 0
2S+1: 2

---

Record 4
# C31H22N5PdSe

A structure of composition C31H22N5PdSe (ωB97M-V/def2-TZVPD, the Open Molecules 2025 dataset).

Geometry (Å):
1 Pd 0.106 -0.120 -1.394
2 C -0.513 3.191 -4.436
3 C -0.258 1.901 -3.949
4 N 0.371 1.669 -2.818
5 C 0.803 2.731 -2.093
6 C 0.576 4.048 -2.477
7 C -0.106 4.262 -3.687
8 C 1.029 5.135 -1.641
9 C 1.701 4.888 -0.503
10 C 1.995 3.532 -0.103
11 C 2.739 3.239 1.054
12 C 3.018 1.937 1.367
13 C 2.527 0.928 0.523
14 N 1.806 1.170 -0.549
15 C 1.549 2.463 -0.873
16 H -1.027 3.322 -5.377
17 H -0.587 1.028 -4.501
18 H -0.296 5.277 -4.017
19 H 0.817 6.152 -1.947
20 H 2.040 5.700 0.128
21 H 3.092 4.051 1.679
22 H 3.598 1.672 2.240
23 H 2.739 -0.114 0.729
24 N 0.670 -2.006 -0.530
25 C 0.795 -2.566 0.585
26 C 1.256 -3.984 0.687
27 C 0.730 -4.815 1.672
28 C 1.142 -6.136 1.751
29 C 2.087 -6.623 0.856
30 C 2.617 -5.793 -0.124
31 C 2.199 -4.474 -0.212
32 C 0.479 -1.751 1.793
33 C 1.293 -1.834 2.919
34 C 1.046 -1.012 4.008
35 C -0.015 -0.113 3.981
36 C -0.841 -0.045 2.866
37 C -0.593 -0.865 1.775
38 H -0.005 -4.431 2.370
39 H 0.728 -6.785 2.511
40 H 2.414 -7.653 0.925
41 H 3.357 -6.173 -0.816
42 H 2.605 -3.815 -0.970
43 H 2.119 -2.536 2.937
44 H 1.679 -1.078 4.883
45 H -0.208 0.520 4.838
46 H -1.682 0.636 2.846
47 H -1.253 -0.849 0.915
48 Se -2.582 -2.127 -2.301
49 N -2.000 -0.461 -2.053
50 C -2.930 0.160 -1.353
51 C -2.860 1.538 -0.942
52 C -3.885 2.039 -0.228
53 C -5.043 1.245 0.137
54 C -5.157 -0.043 -0.235
55 C -4.088 -0.629 -1.008
56 N -4.088 -1.879 -1.432
57 H -2.003 2.146 -1.219
58 H -3.854 3.077 0.079
59 H -5.832 1.708 0.716
60 H -6.015 -0.649 0.019

Output
LUMO level (alpha / beta): -3.409 / -3.907 eV
Charge: +1
2S+1: 3

---

Record 5
# C5H11N

An isolated molecule of C5H11N (ωB97M-V/def2-TZVPD, the Open Molecules 2025 dataset).

Geometry (Å):
1 C -0.872 -0.430 -1.952
2 N -0.881 0.506 -0.835
3 C -0.774 -0.148 0.440
4 C -0.349 0.674 1.632
5 C 0.596 -0.366 1.072
6 C 1.849 0.098 0.372
7 H -1.632 -1.230 -1.839
8 H 0.118 -0.896 -2.047
9 H -1.084 0.115 -2.880
10 H -1.729 1.054 -0.810
11 H -1.507 -0.926 0.671
12 H -0.041 1.699 1.438
13 H -0.865 0.517 2.582
14 H 0.682 -1.310 1.608
15 H 2.282 -0.696 -0.244
16 H 2.600 0.405 1.097
17 H 1.606 0.934 -0.305

Output
LUMO level: 1.217 eV
Structure (SMILES): CN[C@@H]1C[C@@H]1C
Charge: 0
2S+1: 1

---

Record 6
# C35H55IN2O2PPd

A structure of composition C35H55IN2O2PPd (ωB97M-V/def2-TZVPD, the Open Molecules 2025 dataset).

Geometry (Å):
1 Pd -0.401 -0.852 0.415
2 C -5.670 -1.318 4.537
3 C -4.704 -0.593 3.694
4 C -4.544 0.789 3.810
5 C -3.668 1.458 2.998
6 C -3.501 2.932 3.079
7 C -2.896 0.707 2.010
8 C -3.071 -0.669 1.815
9 C -3.938 -1.321 2.681
10 N -2.365 -1.342 0.809
11 C -3.111 -2.061 -0.280
12 C -3.199 -1.033 -1.436
13 C -4.533 -2.513 0.058
14 C -2.293 -3.269 -0.741
15 H -5.673 -0.929 5.558
16 H -5.506 -2.394 4.543
17 H -6.683 -1.134 4.144
18 H -5.128 1.332 4.543
19 H -4.167 3.366 3.819
20 H -3.713 3.390 2.105
21 H -2.469 3.185 3.343
22 H -2.231 1.246 1.344
23 H -4.030 -2.398 2.639
24 H -3.843 -0.190 -1.172
25 H -3.630 -1.544 -2.297
26 H -2.223 -0.657 -1.724
27 H -5.157 -1.709 0.457
28 H -4.542 -3.361 0.746
29 H -5.004 -2.845 -0.866
30 H -1.398 -2.965 -1.277
31 H -2.902 -3.857 -1.427
32 H -2.016 -3.909 0.099
33 I 1.445 -5.749 3.599
34 C 1.378 -4.633 1.854
35 C 2.085 -5.009 0.722
36 C 2.016 -4.203 -0.409
37 C 1.255 -3.056 -0.370
38 N 0.563 -2.702 0.728
39 C 0.619 -3.479 1.815
40 H 2.678 -5.915 0.714
41 H 2.553 -4.460 -1.311
42 H 1.200 -2.408 -1.231
43 H 0.038 -3.170 2.673
44 O 0.869 0.437 -0.521
45 O -0.315 0.820 -0.587
46 C 0.091 0.031 6.528
47 C 0.648 -1.178 5.753
48 C 0.679 -0.908 4.235
49 C 0.905 0.595 3.995
50 C -0.379 1.346 4.408
51 C -0.981 0.746 5.704
52 P 1.383 0.955 2.270
53 C 1.314 2.771 1.920
54 C 1.869 3.643 3.095
55 C 1.219 5.036 3.096
56 C 1.102 5.563 1.668
57 C 0.101 4.705 0.859
58 C -0.057 3.296 1.457
59 C 3.133 0.480 1.935
60 C 4.074 0.933 3.089
61 C 4.493 -0.241 3.971
62 C 5.284 -1.290 3.168
63 C 4.824 -1.371 1.700
64 C 3.345 -1.011 1.579
65 H 0.891 0.735 6.771
66 H -0.321 -0.297 7.481
67 H 0.034 -2.060 5.948
68 H 1.652 -1.414 6.107
69 H -0.282 -1.182 3.776
70 H 1.445 -1.522 3.765
71 H 1.762 0.925 4.593
72 H -1.115 1.262 3.596
73 H -0.169 2.406 4.556
74 H -1.771 0.029 5.454
75 H -1.443 1.541 6.289
76 H 1.991 2.857 1.064
77 H 2.942 3.763 2.955
78 H 1.716 3.177 4.069
79 H 1.831 5.695 3.710
80 H 0.227 4.999 3.556
81 H 2.088 5.551 1.197
82 H 0.784 6.602 1.665
83 H 0.440 4.625 -0.176
84 H -0.877 5.185 0.823
85 H -0.489 2.646 0.696
86 H -0.750 3.309 2.304
87 H 3.360 1.052 1.032
88 H 3.641 1.726 3.693
89 H 4.965 1.363 2.624
90 H 3.609 -0.700 4.430
91 H 5.098 0.133 4.797
92 H 5.189 -2.264 3.648
93 H 6.347 -1.052 3.199
94 H 4.990 -2.375 1.310
95 H 5.410 -0.694 1.073
96 H 2.780 -1.666 2.246
97 H 2.989 -1.189 0.563

Output
LUMO level (alpha / beta): -9.368 / -12.353 eV
Charge: +3
2S+1: 5

---

Computed F_max (hartree/bohr) in order:
0.1268 0.1196 0.0510 0.0201 0.0131 0.0319
Computed ΔE to the lowest compared entry with this formula, charge and spin (kcal/mol) in order:
62.47 44.70 33.24 6.98 24.53 44.07